(1)
The molecule C5H10O at a distorted geometry, computed with ωB97M-V with the def2-TZVPD basis set.

HOMO energy	-9.506	eV
HOMO-LUMO gap	10.528	eV
molecular weight	86.1	g/mol
structure (SMILES)	CC[C@@]1(C)CO1
ΔE to the lowest compared entry with this formula, charge and spin	2.454	eV
LUMO level	1.0	eV

Geometry as ORCA input:
```
! wB97M-V def2-TZVPD RIJCOSX def2/J DEFGRID3
* xyz 0 1
C -1.70 0.45 1.28
C -0.82 0.70 0.02
C 0.48 -0.13 -0.28
C 1.98 0.37 -0.35
C 0.22 -1.53 -0.62
O 0.52 -0.64 -1.65
H -1.17 0.65 2.22
H -2.10 -0.57 1.33
H -2.57 1.12 1.26
H -0.57 1.76 0.00
H -1.46 0.50 -0.85
H 2.37 0.46 -1.40
H 2.05 1.37 0.06
H 2.67 -0.34 0.12
H -0.81 -1.83 -0.80
H 0.90 -2.34 -0.36
*
```


(2)
The molecule C5H8 at a distorted geometry, computed with ωB97M-V with the def2-TZVPD basis set.

HOMO energy	-8.851	eV
HOMO-LUMO gap	10.074	eV
molecular weight	68.1	g/mol
structure (SMILES)	C1=CCCC1
ΔE to the lowest compared entry with this formula, charge and spin	0.659	eV
LUMO level	1.2	eV

Geometry as ORCA input:
```
! wB97M-V def2-TZVPD RIJCOSX def2/J DEFGRID3
* xyz 0 1
C -0.49 0.93 -0.83
C 0.84 0.82 -0.76
C 1.20 -0.30 0.19
C -0.17 -0.70 0.81
C -1.21 -0.21 -0.17
H -1.15 1.84 -0.82
H 1.60 1.51 -1.15
H 1.68 -1.13 -0.32
H 1.92 0.06 0.95
H -0.24 -1.78 0.95
H -0.29 -0.25 1.81
H -1.51 -0.97 -0.91
H -2.15 0.16 0.26
*
```


(3)
A structure of composition C8H10AsBF4OPtS5, computed with ωB97M-V with the def2-TZVPD basis set.

HOMO energy	-2.160	eV
HOMO-LUMO gap	6.188	eV
molecular weight	639.3	g/mol
ΔE to the lowest compared entry with this formula, charge and spin	0.000	eV
LUMO level	4.0	eV

Geometry as ORCA input:
```
! wB97M-V def2-TZVPD RIJCOSX def2/J DEFGRID3
* xyz -2 1
Pt -1.22 0.55 -1.93
S -3.88 0.94 -6.02
As -3.84 1.11 -3.94
S -2.83 -0.65 -2.94
S -2.03 2.24 -3.19
S -5.59 1.68 -2.95
F 0.38 -1.36 3.62
B 1.74 -1.06 3.37
F 1.99 0.29 3.68
F 2.01 -1.29 2.00
F 2.56 -1.89 4.16
C -0.91 1.57 2.55
C -0.51 0.91 1.26
C 0.34 1.59 0.36
C 0.91 0.96 -0.73
C 0.54 -0.37 -1.04
C -0.48 -0.97 -0.27
C -0.92 -0.35 0.92
S 1.53 -1.35 -2.17
C 2.58 -2.03 -0.87
O 2.40 -0.42 -2.94
H -0.11 1.47 3.28
H -1.80 1.09 2.96
H -1.13 2.63 2.39
H 0.62 2.62 0.57
H 1.66 1.44 -1.35
H -0.79 -1.98 -0.49
H -1.58 -0.90 1.58
H 3.08 -1.21 -0.36
H 3.30 -2.68 -1.36
H 1.98 -2.57 -0.15
*
```


(4)
A cluster of 4 separate species, H6IO3 in total at a distorted geometry, computed with ωB97M-V with the def2-TZVPD basis set.

HOMO energy	-4.289	eV
HOMO-LUMO gap	7.865	eV
molecular weight	180.9	g/mol
ΔE to the lowest compared entry with this formula, charge and spin	0.431	eV
LUMO level	3.6	eV

Geometry as ORCA input:
```
! wB97M-V def2-TZVPD RIJCOSX def2/J DEFGRID3
* xyz -1 1
I -0.59 -1.85 1.03
O 1.30 -1.87 -1.83
H 0.84 -2.06 -1.01
H 1.35 -0.93 -1.96
O 1.10 1.05 0.28
H 0.44 1.14 -0.40
H 1.07 0.19 0.63
O -1.98 1.58 1.42
H -1.27 1.02 1.30
H -2.27 1.74 0.54
*
```